No. 1
This record from the OMol25 dataset describes C2H5N5O in the gas phase. The level of theory is ωB97M-V with the def2-TZVPD basis set.

Each atom is followed by the atoms it is bonded to, with distances in Å.
Geometry (Å):
1 H 1.3323 1.7470 -0.2990  N2 1.105
2 N 0.2939 2.0620 -0.0884  H1 1.105, C3 1.329
3 C -0.2937 0.8740 0.0068  N2 1.329, N4 1.411, N7 1.283
4 N -1.6570 0.5679 0.2023  C3 1.411, N5 1.384, H10 1.008
5 N -1.9764 -0.7782 0.1885  N4 1.384, N6 1.200
6 N -0.9860 -1.3978 -0.0875  N5 1.200, N7 1.508
7 N 0.0937 -0.3490 0.0004  C3 1.283, N6 1.508, O8 1.358
8 O 1.2268 -0.6441 -0.6873  N7 1.358, C9 1.634
9 C 2.4310 -0.4025 0.3900  O8 1.634, H11 1.028, H12 1.229, H13 1.317
10 H -2.3688 1.0646 -0.3109  N4 1.008
11 H 3.4053 -0.2869 0.0833  C9 1.028
12 H 1.9149 0.5249 1.0105  C9 1.229
13 H 2.7006 -1.4602 1.1265  C9 1.317

Spin multiplicity: 1
Structure (SMILES): [H]/N=c1/[nH]nnn1OC
E_HOMO (eV): -9.349
ΔE to the lowest compared entry with this formula, charge and spin (kJ/mol): 616.7
LUMO level (eV): 0.72


No. 2
This record from the OMol25 dataset describes 2 unconnected molecules or ions with the total composition C19H19F3N2O2S. The level of theory is ωB97M-V with the def2-TZVPD basis set.

Each atom is followed by the atoms it is bonded to, with distances in Å.
Geometry (Å):
1 C 3.6834 0.1451 2.9752  N2 1.464, H12 1.093, H13 1.099, H14 1.099
2 N 2.3165 -0.2204 2.5996  C1 1.464, C3 1.462, C4 1.321
3 C 2.1269 -1.5655 2.0588  N2 1.462, H15 1.096, H16 1.101, H17 1.096
4 C 1.3381 0.6449 2.7977  N2 1.321, C5 1.434, H18 1.097
5 C -0.0673 0.3584 2.8116  C4 1.434, C6 1.422, C11 1.421
6 C -0.5995 -0.9147 3.1551  C5 1.422, C7 1.384, H19 1.090
7 C -1.9656 -1.1347 3.1287  C6 1.384, C8 1.400, H20 1.093
8 C -2.8594 -0.1005 2.8243  C7 1.400, C9 1.496, C10 1.403
9 C -4.3276 -0.3876 2.7988  C8 1.496, H21 1.093, H22 1.097, H23 1.098
10 C -2.3524 1.1809 2.5598  C8 1.403, C11 1.382, H24 1.092
11 C -0.9889 1.4042 2.5332  C5 1.421, C10 1.382, H25 1.088
12 H 4.3431 -0.7034 2.7778  C1 1.093
13 H 4.0181 1.0167 2.3960  C1 1.099
14 H 3.7238 0.4041 4.0428  C1 1.099
15 H 2.9919 -1.8145 1.4327  C3 1.096
16 H 2.0792 -2.3077 2.8707  C3 1.101
17 H 1.2216 -1.6263 1.4449  C3 1.096
18 H 1.6521 1.6793 2.9843  C4 1.097
19 H 0.0698 -1.7169 3.4648  C6 1.090
20 H -2.3605 -2.1253 3.3671  C7 1.093
21 H -4.8902 0.4852 2.4591  C9 1.093
22 H -4.5475 -1.2246 2.1243  C9 1.097
23 H -4.6982 -0.6727 3.7922  C9 1.098
24 H -3.0455 2.0009 2.3629  C10 1.092
25 H -0.5929 2.3919 2.3045  C11 1.088
26 F 1.0772 4.9805 -0.0859  C27 1.341
27 C 1.6198 3.7564 -0.0155  F26 1.341, F28 1.354, F29 1.365, S30 1.870
28 F 2.8947 3.8045 -0.4688  C27 1.354
29 F 1.6625 3.3846 1.2971  C27 1.365
30 S 0.5815 2.5651 -1.0148  C27 1.870, C31 1.720, O40 1.450, O41 1.446
31 C 1.5038 1.1235 -0.8382  S30 1.720, C32 1.409, H42 1.086
32 C 1.2391 -0.0506 -1.5707  C31 1.409, C33 1.434, C39 1.430
33 C 2.1135 -1.1829 -1.4722  C32 1.434, C34 1.381, H43 1.094
34 C 1.8378 -2.3555 -2.1478  C33 1.381, C35 1.404, H44 1.093
35 C 0.7000 -2.4544 -2.9638  C34 1.404, C36 1.440, C38 1.405
36 C 0.4041 -3.6812 -3.6584  C35 1.440, N37 1.172
37 N 0.1427 -4.6706 -4.2300  C36 1.172
38 C -0.1498 -1.3436 -3.1031  C35 1.405, C39 1.381, H45 1.093
39 C 0.1011 -0.1648 -2.4286  C32 1.430, C38 1.381, H46 1.092
40 O -0.6835 2.4986 -0.3090  S30 1.450
41 O 0.6254 3.0912 -2.3613  S30 1.446
42 H 2.4117 1.2344 -0.2533  C31 1.086
43 H 3.0224 -1.0835 -0.8709  C33 1.094
44 H 2.5071 -3.2154 -2.0611  C34 1.093
45 H -1.0170 -1.4322 -3.7624  C38 1.093
46 H -0.5648 0.6907 -2.5618  C39 1.092

Spin multiplicity: 1
E_HOMO (eV): -6.270
ΔE to the lowest compared entry with this formula, charge and spin (kJ/mol): 512.1
LUMO level (eV): -1.93


No. 3
This record from the OMol25 dataset describes 2 unconnected molecules or ions with the total composition CH4NO3. The level of theory is ωB97M-V with the def2-TZVPD basis set.

Each atom is followed by the atoms it is bonded to, with distances in Å.
Geometry (Å):
1 N -0.5746 0.1215 -1.0960  C2 1.514, H5 1.019, H6 1.028
2 C -1.2220 -0.4358 0.1537  N1 1.514, O3 1.260, O4 1.223
3 O -0.4052 -0.6081 1.0976  C2 1.260
4 O -2.4375 -0.5736 0.1497  C2 1.223
5 H -0.6113 -0.4369 -1.9471  N1 1.019
6 H 0.4338 0.2028 -0.9156  N1 1.028
7 H 1.5003 1.3691 0.8776  O9 0.964
8 H 1.3434 -0.1883 0.9867  O9 1.013
9 O 1.9731 0.5493 0.6934  H7 0.964, H8 1.013

Spin multiplicity: 1
Net charge: -1
E_HOMO (eV): -4.302
ΔE to the lowest compared entry with this formula, charge and spin (kJ/mol): 29.8
LUMO level (eV): 4.38


Question: Look up the spin multiplicity of the second one.
Answer: 1